[1]
Computed, not measured: a molecular structure, C23H33Cl22NO2 at a distorted geometry, with the ωB97M-V functional and the def2-TZVPD basis.

CARTESIAN COORDINATES (ANGSTROEM)
C1 0.98059 1.81003 -5.67878
N1 1.45756 1.29514 -4.32991
C2 0.28495 1.49811 -3.42240
C3 0.62285 1.38347 -1.86175
C4 -0.25751 0.60325 -1.03817
C5 0.01594 0.49502 0.54818
O1 -0.23382 -0.54605 1.22148
C6 0.59560 1.84462 1.20923
C7 0.19700 2.26707 2.65641
C8 0.79517 3.62794 3.17265
C9 1.73197 4.49634 2.25643
C10 2.15834 4.07337 0.80764
C11 1.56001 2.71221 0.30604
C12 1.87678 2.13648 -1.16795
O2 2.99973 2.22688 -1.72063
H1 0.75672 2.92727 -5.66920
H2 0.02904 1.22455 -5.98713
H3 1.78934 1.49758 -6.42643
H4 1.50168 0.27026 -4.47730
H5 -0.06630 2.58864 -3.59787
H6 -0.61945 0.83056 -3.65449
H7 -1.16403 0.09676 -1.51706
H8 -0.48553 1.65433 3.33896
H9 0.51830 4.01704 4.22105
H10 2.11360 5.49808 2.67344
H11 2.83269 4.73698 0.16757
C13 -1.93201 -3.40436 2.07759
Cl1 -3.13295 -4.34438 1.17855
Cl2 -2.45901 -3.11979 3.74162
H12 -0.99140 -3.95600 2.09265
H13 -1.78955 -2.44473 1.58228
C14 0.83927 -6.78297 2.58570
Cl3 0.54398 -5.45689 1.45415
Cl4 1.70507 -6.21938 4.01955
H14 -0.11652 -7.20507 2.89255
H15 1.43684 -7.54530 2.08826
C15 -3.98083 -1.13099 -3.08790
Cl5 -3.79505 -2.88464 -3.17929
Cl6 -2.47280 -0.30937 -3.51010
H16 -4.76153 -0.81913 -3.78000
H17 -4.25916 -0.85848 -2.07079
C16 4.85938 2.84642 4.23863
Cl7 6.40614 3.43584 3.61100
Cl8 3.49725 3.75325 3.55066
H18 4.75002 1.79548 3.97844
H19 4.85033 2.96012 5.32712
C17 -1.72012 5.44778 0.64369
Cl9 -0.21668 4.53428 0.41746
Cl10 -1.71630 6.94931 -0.29722
H20 -2.55778 4.83212 0.31658
H21 -1.83187 5.69143 1.70049
C18 -1.01629 -4.59984 -4.84467
Cl11 0.47131 -4.76245 -3.90436
Cl12 -0.66612 -4.20240 -6.53150
H22 -1.56226 -5.54165 -4.80924
H23 -1.62226 -3.80509 -4.41300
C19 5.42737 -0.09046 6.50487
Cl13 4.90805 1.57280 6.81235
Cl14 4.84630 -0.66179 4.93641
H24 6.51558 -0.12860 6.51458
H25 5.02856 -0.73541 7.28636
C20 1.15281 8.78986 0.98636
Cl15 0.54676 7.77438 2.29973
Cl16 2.27532 7.89697 -0.04633
H26 0.31066 9.12803 0.38439
H27 1.67041 9.64773 1.41290
C21 -1.62976 -6.16327 -9.43052
Cl17 -2.23397 -7.16987 -8.10958
Cl18 -0.53897 -7.07396 -10.48172
H28 -2.47432 -5.80855 -10.01928
H29 -1.09072 -5.31589 -9.01053
C22 -6.27357 -5.78754 -0.18185
Cl19 -6.64199 -7.26430 -1.08089
Cl20 -6.66202 -4.34841 -1.13206
H30 -6.86054 -5.77556 0.73515
H31 -5.21053 -5.77619 0.06027
C23 -0.38691 -0.25596 6.59798
Cl21 1.15677 0.32905 5.96674
Cl22 -1.74366 0.63965 5.90245
H32 -0.49407 -1.31059 6.34830
H33 -0.39738 -0.12982 7.67955

Output
Total charge: 0
Energy, hartree: -11225.27340
Gap between HOMO and LUMO, eV: 7.117
F_max, eV Å⁻¹: 4.6
2S+1: 1

Calculated atomic charges, method Mulliken, unit e:
1. C -0.67
2. N -0.38
3. C 0.32
4. C 0.89
5. C -0.18
6. C -0.19
7. O -0.54
8. C 1.00
9. C -0.56
10. C -0.53
11. C -0.66
12. C -0.47
13. C 0.31
14. C -0.16
15. O -0.55
16. H 0.26
17. H 0.23
18. H 0.30
19. H 0.29
20. H 0.31
21. H -0.50
22. H -0.31
23. H 0.35
24. H 0.37
25. H 0.76
26. H 0.31
27. C 0.55
28. Cl -0.10
29. Cl -0.19
30. H -0.30
31. H 0.04
32. C -0.29
33. Cl -0.13
34. Cl -0.15
35. H 0.26
36. H 0.30
37. C -0.33
38. Cl -0.15
39. Cl -0.25
40. H 0.35
41. H 0.28
42. C -0.01
43. Cl -0.21
44. Cl 0.02
45. H 0.05
46. H 0.14
47. C -0.53
48. Cl 0.11
49. Cl -0.17
50. H 0.39
51. H 0.24
52. C 0.27
53. Cl -0.16
54. Cl -0.16
55. H 0.25
56. H -0.18
57. C -0.30
58. Cl -0.15
59. Cl -0.15
60. H 0.33
61. H 0.29
62. C -0.34
63. Cl -0.10
64. Cl -0.13
65. H 0.25
66. H 0.35
67. C -0.03
68. Cl -0.14
69. Cl -0.16
70. H 0.28
71. H 0.06
72. C 0.08
73. Cl -0.16
74. Cl -0.14
75. H 0.30
76. H -0.07
77. C -0.32
78. Cl -0.07
79. Cl -0.16
80. H 0.26
81. H 0.30

***

[2]
Computed, not measured: a molecular structure, C23H33CoN3P2S at a distorted geometry, with the ωB97M-V functional and the def2-TZVPD basis.

CARTESIAN COORDINATES (ANGSTROEM)
C1 -1.58806 3.14319 -3.05759
C2 -1.32008 1.82806 -2.68456
C3 0.00263 1.31563 -2.76607
C4 1.04535 2.14861 -3.32332
C5 0.73248 3.48461 -3.67540
C6 -0.55286 3.98136 -3.49294
C7 2.31903 1.57940 -3.43356
C8 2.53500 0.21341 -3.17415
C9 1.42818 -0.55350 -2.64319
C10 1.56024 -1.95757 -2.45005
C11 2.80457 -2.56203 -2.62384
C12 3.91474 -1.80362 -3.03979
C13 3.77574 -0.44673 -3.32659
H1 -2.60310 3.52804 -2.94596
H2 1.53182 4.09954 -4.07643
H3 -0.76536 5.02680 -3.70387
H4 3.15800 2.18032 -3.77215
H5 2.90558 -3.62950 -2.38984
H6 4.88564 -2.29184 -3.11402
H7 4.62128 0.13909 -3.67390
N1 0.32220 0.10524 -2.20510
Co1 -0.07744 -0.24453 0.14438
C14 -2.37076 0.97158 -2.04167
H8 -2.42191 -0.02974 -2.48827
H9 -3.35827 1.44546 -2.10262
C15 0.34530 -2.72860 -1.98602
H10 -0.55310 -2.48486 -2.57774
H11 0.53546 -3.80967 -2.00822
P1 -1.90105 0.79950 -0.24369
P2 -0.06302 -2.29149 -0.22831
C16 1.27502 -3.14935 0.66183
H12 1.18418 -2.94378 1.73607
H13 1.18524 -4.22846 0.47531
H14 2.24986 -2.78748 0.31098
C17 -1.51140 -3.34124 0.06037
H15 -1.21998 -4.38484 -0.11216
H16 -1.83741 -3.21218 1.10046
H17 -2.31973 -3.05918 -0.62564
C18 -2.20697 2.48744 0.38451
H18 -3.19070 2.84467 0.04466
H19 -2.18349 2.44163 1.47994
H20 -1.42237 3.17220 0.03478
C19 -3.40077 -0.12220 0.28028
H21 -3.37671 -0.19641 1.37481
H22 -4.30097 0.42801 -0.03771
H23 -3.39411 -1.12963 -0.16416
H24 -0.27055 1.28435 -0.30200
H25 -1.09046 -0.48573 1.20541
S1 1.43611 0.14123 1.65380
C20 0.83422 0.11325 3.29516
N2 -0.44763 -0.12470 3.61395
C21 -0.99269 0.01622 4.97084
C22 -0.13719 0.95136 5.78552
C23 1.30853 0.53001 5.71231
N3 1.69693 0.36511 4.30625
H26 -1.06278 -0.44861 2.86831
H27 -1.03838 -0.97565 5.43952
H28 -2.01408 0.39213 4.89226
H29 -0.47388 0.94673 6.81826
H30 -0.23202 1.97414 5.40514
H31 1.47915 -0.41646 6.24794
H32 1.96111 1.28946 6.15042
H33 2.66572 0.47181 4.03706

Output
Total charge: +1
ΔE to the lowest compared entry with this formula, charge and spin, kcal per mole: 0.0
Energy, hartree: -3523.84935
Gap between HOMO and LUMO (alpha / beta), eV: 4.547 / 4.911
F_max, eV Å⁻¹: 4.3
Expectation value of S²: 6.07
2S+1: 5

Calculated atomic charges, method Mulliken, unit e:
1. C -0.70
2. C 0.68
3. C -0.26
4. C 0.82
5. C -0.79
6. C -0.84
7. C -1.41
8. C 0.96
9. C 0.26
10. C -0.01
11. C -0.54
12. C -0.94
13. C -0.77
14. H 0.40
15. H 0.46
16. H 0.39
17. H 0.40
18. H 0.40
19. H 0.37
20. H 0.44
21. N 0.06
22. Co -0.59
23. C -0.96
24. H 0.35
25. H 0.64
26. C -1.34
27. H 0.39
28. H 0.60
29. P 1.39
30. P 1.58
31. C -1.60
32. H 0.38
33. H 0.44
34. H 0.42
35. C -1.42
36. H 0.46
37. H 0.39
38. H 0.35
39. C -1.56
40. H 0.42
41. H 0.41
42. H 0.44
43. C -1.32
44. H 0.41
45. H 0.47
46. H 0.31
47. H 0.13
48. H -0.47
49. S -0.45
50. C 0.49
51. N 0.26
52. C -0.58
53. C -0.63
54. C -0.61
55. N -0.18
56. H 0.29
57. H 0.33
58. H 0.37
59. H 0.36
60. H 0.31
61. H 0.30
62. H 0.37
63. H 0.26